113
Properties=species:S:1:pos:R:3:forces:R:3:lowdin_charge:R:1 method="wB97M-V/def2-TZVPD" fmax_ev_per_a=5.07 energy_ev=-365454.5253 total_charge=0 homo_energy_ev=-7.880
C 2.647382 -3.345254 3.749971 -0.01 -0.12 0.27 -0.063
C 1.362556 -3.285648 2.948936 0.37 -0.34 0.24 -0.408
C 0.140749 -3.799834 3.373394 -0.16 -0.08 -0.34 -0.072
C -0.970333 -3.655826 2.540227 0.21 -0.50 0.99 0.009
C -0.928325 -2.998143 1.322042 -0.71 -0.04 -0.09 -0.103
C -2.189600 -2.840795 0.501321 -0.76 0.39 -0.61 -0.324
C -3.468354 -2.723518 1.360595 0.67 0.49 0.40 -0.060
C -2.346422 -3.933671 -0.604796 -0.06 0.18 0.22 -0.024
C 0.304312 -2.480981 0.922854 -0.71 -0.55 0.64 -0.226
O 0.359699 -1.771236 -0.239535 0.36 -0.16 -1.15 -0.088
C 1.116699 -2.290037 -1.308909 -1.72 -0.54 0.28 -0.140
N 2.387644 -1.584245 -1.355049 0.52 0.79 -0.37 0.031
C 3.578724 -2.140726 -1.125576 0.06 -2.05 1.12 -0.070
B 3.732747 -3.721147 -0.858544 -0.36 -0.41 -0.75 -0.552
N 3.810145 -4.605810 -2.047081 -0.09 0.76 0.24 0.155
O 3.837517 -4.262259 0.373486 -0.48 0.32 -0.38 0.195
C 4.738429 -1.415823 -1.107918 0.65 1.05 -0.32 -0.039
C 4.713508 -0.045417 -1.330050 -1.12 1.32 -0.30 -0.299
P 6.426092 0.765228 -1.285839 1.46 -0.63 0.27 0.576
O 6.688505 1.369156 -2.787647 -0.65 -0.35 0.75 -0.328
Cl 6.336765 2.423206 -0.083696 -0.36 -0.41 -0.63 0.296
C 3.441094 0.556410 -1.571734 0.65 -0.22 0.29 -0.238
P 3.414154 2.402378 -1.862120 -0.01 0.52 -0.56 0.583
O 4.196303 2.724175 -3.076101 0.38 -0.28 -0.11 -0.452
C 2.312550 -0.250757 -1.589998 -0.26 2.12 -0.24 -0.348
P 0.671446 0.536195 -1.918102 -1.67 -2.18 -0.38 0.973
P 0.120229 1.479912 -0.026218 0.57 1.28 1.47 0.257
O 1.129517 2.465108 0.388319 0.50 0.06 -0.41 -0.332
O -1.283405 2.087101 -0.269697 1.59 -0.01 -1.70 -0.204
O -0.064183 0.406353 1.158494 -0.37 0.05 -0.63 -0.167
C 1.401609 -2.634616 1.729901 1.13 0.60 -0.51 -0.008
H 3.507642 -3.561660 3.109195 -0.12 0.18 0.05 0.093
H 2.848573 -2.355649 4.253248 0.54 -0.91 -0.26 0.027
H 2.606642 -4.113080 4.529418 -0.05 0.26 -0.03 0.101
H 0.035522 -4.302068 4.333885 0.09 0.08 -0.21 0.124
H -1.892255 -4.091093 2.914737 0.00 0.20 -0.30 0.123
H -2.118585 -1.878305 -0.026498 0.11 -0.17 0.18 0.130
H -4.329379 -2.455612 0.742564 0.18 -0.27 -0.02 0.091
H -3.329522 -1.881755 2.057769 -0.13 -0.24 -0.06 0.088
H -3.673969 -3.626818 1.942160 -0.16 0.07 -0.28 0.065
H -1.650152 -4.761703 -0.417045 -0.20 0.07 -0.26 0.083
H -2.181199 -3.479248 -1.588754 0.20 -0.26 0.11 0.063
H -3.369572 -4.346402 -0.614259 0.57 0.16 0.14 0.057
H 1.172852 -3.383820 -1.258826 0.69 0.19 0.22 0.162
H 0.535309 -2.056829 -2.210278 0.36 0.13 0.09 0.121
H 4.624301 -4.271162 -2.571241 0.02 -0.43 -0.09 0.090
H 3.040746 -4.394481 -2.684967 0.07 -0.20 -0.04 0.078
H 3.674329 -5.211283 0.245244 0.47 -0.06 0.28 0.133
H 5.698743 -1.901895 -0.940876 -0.21 -0.03 0.12 0.118
H 6.924567 0.588747 -3.312379 0.22 0.30 -0.27 0.057
H 3.903561 3.024114 -0.704629 -0.49 -1.00 0.26 -0.113
H 2.112702 2.893115 -2.053414 -0.01 -0.47 0.66 -0.011
H 0.795926 1.499609 -2.938514 0.67 0.25 0.60 -0.085
H -1.947837 1.373470 -0.538100 -1.32 0.74 1.33 0.055
H -0.963485 0.483045 1.532863 -0.19 -0.14 -0.30 0.097
H 2.353942 -2.211888 1.407088 -0.16 -0.01 0.07 0.138
C 1.038164 4.645836 -4.814566 0.00 -0.19 -0.07 -0.040
C 0.974590 3.207770 -5.090740 0.09 -0.29 -0.08 -0.258
N 0.938021 2.074775 -5.305824 -0.06 0.56 0.25 0.129
H 1.129016 4.814293 -3.742218 0.03 0.01 -0.01 0.080
H 1.901979 5.079432 -5.315023 0.02 -0.02 0.04 0.097
H 0.133792 5.131456 -5.175938 0.00 -0.01 0.00 0.088
C -2.314639 5.694038 1.761177 1.83 0.51 0.28 -0.057
C -1.979090 4.909691 3.010765 -1.14 -0.72 -0.14 -0.274
O -2.122264 3.519576 2.862454 0.25 0.31 0.20 -0.019
H -3.382276 5.516397 1.442792 -1.27 -0.34 -0.27 -0.092
H -2.181695 6.762084 1.939556 -0.18 0.02 -0.12 0.098
H -1.684014 5.396723 0.920116 -0.28 -0.03 -0.19 0.097
H -2.630168 5.213146 3.830495 0.14 -0.06 0.12 0.128
H -0.931782 5.111456 3.294953 0.06 0.44 -0.16 0.146
H -1.532561 3.251494 2.148084 -0.19 -0.28 -0.26 0.072
F -3.137733 1.224714 0.491559 -0.40 -1.03 0.07 -0.485
Al 1.200773 -1.168076 4.468188 0.68 2.29 0.82 0.956
Cl -5.117947 5.460875 0.555308 0.82 -0.02 0.40 0.168
C -1.893703 0.295161 -4.992160 0.02 0.13 -0.09 0.024
N -2.598150 -0.492131 -3.946157 0.15 -0.02 -0.19 -0.457
O -3.480215 0.058006 -3.334719 -0.14 -0.09 0.22 0.085
O -2.228201 -1.643886 -3.780977 0.00 0.11 0.07 0.025
H -2.321199 1.290744 -5.026803 -0.05 -0.04 0.08 0.096
H -0.843315 0.336427 -4.720872 0.02 -0.08 -0.11 0.038
H -2.032310 -0.217617 -5.939796 0.10 -0.08 0.05 0.102
C 4.000500 6.373607 0.240578 0.01 0.18 0.09 -1.562
Br 2.223232 6.181280 0.976863 0.12 -0.11 -0.02 0.561
Br 5.373978 6.073408 1.563102 -0.14 -0.07 -0.02 0.572
Br 4.269584 5.234223 -1.287888 0.19 1.16 -0.14 0.687
H 4.092764 7.402768 -0.095850 0.03 -0.13 -0.12 -0.065
O -4.708117 -6.068466 0.069406 0.01 0.07 0.16 0.092
C -5.841504 -5.815157 0.379350 -0.22 -0.35 -0.03 -0.522
O -6.069548 -4.976671 1.404714 0.26 0.28 0.04 -0.013
C -7.361539 -4.447736 1.727774 -0.25 -0.06 0.14 -0.229
C -8.135001 -5.386307 2.629925 0.05 -0.19 -0.04 -0.064
C -7.010481 -6.489016 -0.295313 -0.16 0.35 -0.39 0.016
H -7.914077 -4.188880 0.823942 0.03 -0.08 -0.04 0.116
H -7.174040 -3.512034 2.252936 0.20 -0.03 -0.06 0.125
H -8.332179 -6.340922 2.140975 -0.07 0.04 -0.04 0.068
H -9.088687 -4.942557 2.916288 0.02 0.02 0.00 0.083
H -7.561910 -5.601735 3.532247 -0.01 0.09 0.01 0.084
H -7.202650 -7.442870 0.194505 -0.01 0.02 0.02 0.097
H -6.744632 -6.669994 -1.334379 0.14 -0.15 0.09 0.092
H -7.919140 -5.891884 -0.304919 -0.05 -0.09 0.18 0.072
C 2.616106 2.302156 3.306537 -0.97 -0.34 -0.10 -0.048
C 1.738674 1.114959 3.865565 -0.66 4.30 -2.61 -0.550
O 2.483898 0.339506 4.636299 -0.16 -4.57 1.75 -0.273
H 3.447788 1.943533 2.701164 0.01 -0.17 0.02 0.068
H 1.984529 2.931116 2.671513 0.14 -0.03 -0.02 0.042
H 3.013509 2.924397 4.106672 -0.03 -0.19 0.21 0.075
H 1.286302 0.647236 2.962544 0.14 -0.26 -0.02 0.048
H 0.865209 1.616091 4.338459 0.18 -0.21 0.32 0.107
O 3.407730 9.733433 -3.434136 -0.06 0.00 0.05 -0.353
Cl 4.555261 9.651970 -2.564138 0.26 -0.13 -0.07 0.646
O 4.651530 10.843524 -1.762216 -0.08 0.01 0.01 -0.344
O 5.753052 9.483823 -3.345444 -0.12 0.00 0.08 -0.353
O 4.397630 8.497986 -1.686054 -0.05 0.09 -0.06 -0.435

---

92
Properties=species:S:1:pos:R:3:forces:R:3:lowdin_charge:R:1 method="wB97M-V/def2-TZVPD" fmax_ev_per_a=5.44 energy_ev=-61361.0905 total_charge=0 homo_energy_ev=-8.941
C -0.121959 1.188184 6.123990 -0.74 1.08 1.89 -0.070
C 0.121881 1.117104 4.743490 0.64 -1.33 -2.71 -0.290
N 0.337751 1.004764 3.614220 -0.21 0.28 0.77 0.156
H -0.772269 0.442124 6.580720 0.20 -0.38 -0.53 0.095
H -0.695169 2.111204 6.210890 0.11 0.29 0.56 0.095
H 0.800961 1.267304 6.698490 -0.06 0.04 -0.07 0.094
C 4.150821 -0.062116 1.633180 -1.02 0.69 -0.49 -0.049
C 3.938911 1.405864 1.354720 0.37 3.48 -0.24 -0.237
N 3.779831 2.576694 1.180170 0.49 -4.98 0.66 0.125
H 4.372081 -0.275586 2.678920 -0.17 0.32 -0.06 0.087
H 4.858981 -0.616996 1.017780 0.36 0.77 -0.20 0.075
H 3.200771 -0.513346 1.347010 -0.14 -0.26 0.42 0.036
C 0.672181 0.066094 0.225340 -0.22 -0.47 0.19 -0.071
C -0.703689 0.360604 -0.072310 -3.28 0.75 0.09 -0.249
N -1.840249 0.546994 -0.281630 2.41 -0.40 0.35 0.163
H 0.818541 -0.216496 1.267850 -0.29 0.26 0.13 0.053
H 1.269631 0.947424 -0.007880 0.34 -0.49 -0.40 0.065
H 0.806581 -0.859296 -0.334740 1.04 0.30 -0.35 0.078
C 1.233551 -3.377136 -2.650030 -0.89 -0.63 0.44 -0.065
C 1.161971 -4.590436 -1.840290 0.65 -4.88 2.32 -0.276
N 1.119031 -5.604836 -1.208610 0.14 4.41 -2.55 0.140
H 2.006501 -3.328146 -3.416990 0.21 -0.21 0.46 0.092
H 1.304741 -2.585496 -1.904140 -0.12 0.49 -0.62 0.061
H 0.270581 -3.445366 -3.156140 -0.19 0.90 -0.09 0.072
C -3.044189 3.267344 -1.699970 -0.66 -0.91 0.20 -0.092
C -4.133999 2.929174 -2.626740 -2.13 -0.03 -2.50 -0.272
N -5.033229 2.668984 -3.342280 2.65 0.64 2.14 0.111
H -2.344749 2.431554 -1.718410 0.09 0.10 0.15 0.025
H -3.573239 3.232794 -0.747610 0.53 0.24 0.39 0.076
H -2.514509 4.212014 -1.823060 -0.46 0.02 -0.31 0.080
C 0.458491 4.056374 0.221880 0.40 -0.04 -0.05 -0.071
C -0.474759 5.067774 0.629990 -1.39 0.79 0.94 -0.302
N -1.244159 5.892334 0.875470 0.51 -0.51 -0.16 0.126
H 1.315421 4.655644 -0.085770 0.25 -0.60 -0.66 0.090
H -0.054999 3.472094 -0.541680 0.57 -0.01 -0.39 0.062
H 0.817671 3.367614 0.986550 -0.31 0.25 0.31 0.070
C -4.386599 -1.814796 -1.116140 2.26 -0.40 -0.14 -0.064
C -3.368539 -2.628346 -1.897380 0.02 -0.98 -1.95 -0.244
N -2.653949 -3.219206 -2.619330 -1.63 1.58 2.18 0.113
H -4.786749 -0.992886 -1.709810 -0.20 -0.42 -0.18 0.079
H -3.703769 -1.345826 -0.407680 -0.39 0.32 0.45 0.013
H -5.112809 -2.419606 -0.573060 0.04 0.00 -0.40 0.080
C -3.967739 1.355014 2.384730 -0.31 -0.13 -1.08 -0.278
S -5.265169 0.446794 3.254930 0.69 0.04 0.77 0.801
O -5.115509 0.948074 4.680090 -0.95 -0.18 -1.38 -0.574
C -6.740149 1.102034 2.308270 0.06 0.98 0.69 -0.245
H -4.240209 2.409344 2.337320 0.20 0.01 0.22 0.055
H -3.875249 0.968374 1.369810 -0.34 0.02 -0.26 0.013
H -2.963389 1.185164 2.772710 -0.34 0.02 0.69 0.040
H -6.929529 0.570494 1.375700 0.43 -0.24 0.15 0.046
H -6.664159 2.169954 2.103650 0.47 0.06 -0.15 0.043
H -7.644769 1.065724 2.915270 0.20 -0.59 0.32 0.046
C 3.431881 -4.833926 1.416460 -1.25 -0.88 0.36 -0.024
C 3.051051 -3.572376 0.687830 0.84 1.91 2.26 -0.471
O 2.347611 -2.735076 1.265150 0.34 -1.12 -1.27 0.023
C 3.818641 -3.228346 -0.559040 -0.71 0.11 -0.35 -0.030
H 2.901551 -4.883006 2.367480 0.31 0.62 0.28 0.085
H 4.501351 -4.983536 1.564620 -0.04 0.15 -0.26 0.086
H 2.981621 -5.724436 0.977870 0.39 -0.06 -0.81 0.073
H 3.562241 -2.245146 -0.953600 -0.46 -0.09 -0.01 0.057
H 3.512961 -4.017316 -1.246210 0.64 0.07 -0.46 0.069
H 4.899211 -3.174546 -0.426460 0.02 -0.67 0.26 0.091
C -0.520579 2.544104 -4.219800 0.27 -1.66 0.28 -0.014
C 0.851581 2.304034 -3.571270 0.80 -0.97 2.87 -0.395
O 0.959921 1.580344 -2.552770 -0.46 1.92 -2.64 0.018
C 2.078701 2.995464 -4.178450 -0.22 -0.14 -0.52 -0.008
H -1.162019 1.767434 -3.803330 -0.06 0.03 0.28 0.074
H -0.455699 2.236424 -5.263460 0.03 0.67 -0.28 0.085
H -1.055069 3.480514 -4.059970 0.65 0.26 -0.20 0.083
H 3.086131 2.891874 -3.775400 -0.57 -0.29 1.02 0.050
H 1.865471 4.063364 -4.225500 -0.05 0.04 -0.37 0.089
H 2.255551 2.590514 -5.174860 -0.57 0.30 -0.46 0.087
C -2.760469 -2.470336 4.160830 -0.35 0.36 -1.00 -0.022
C -2.119349 -3.346156 3.109920 2.95 -0.48 0.75 -0.450
O -1.551039 -4.366386 3.483280 -1.00 0.58 -0.73 0.045
C -1.869289 -2.834406 1.667390 -1.52 -0.67 0.55 0.000
H -3.828749 -2.656666 4.050620 -0.23 0.24 0.46 0.083
H -2.580869 -1.424436 3.911970 -0.15 0.13 -0.04 0.061
H -2.392979 -2.648906 5.171360 -0.14 -0.41 -0.26 0.086
H -1.097849 -2.065566 1.624220 0.08 -0.19 0.19 0.071
H -2.794999 -2.406956 1.282100 -0.04 0.33 0.01 0.049
H -1.668169 -3.697496 1.032780 0.46 0.12 0.11 0.083
C 4.847091 0.425874 -4.297920 -0.39 -0.35 1.01 -0.010
C 4.043631 0.371174 -2.999390 -2.51 -0.12 0.04 -0.490
O 3.179551 -0.459826 -2.747870 1.16 0.15 -0.66 0.035
C 4.322471 1.439384 -1.989280 0.75 1.01 -0.17 -0.046
H 4.432601 -0.121796 -5.144290 -0.10 -0.15 0.37 0.087
H 5.696261 -0.103836 -3.866170 0.84 0.03 -0.81 0.093
H 5.110441 1.439314 -4.600730 0.14 -0.14 0.22 0.076
H 3.476491 1.860324 -1.445930 -0.29 -0.73 -0.17 0.061
H 4.738521 2.291204 -2.527230 0.44 0.10 0.23 0.070
H 5.057201 1.106004 -1.256390 0.10 -0.03 -0.02 0.082